Record 1
# C3H11N3O

2 unconnected molecules or ions with the total composition C3H11N3O in a non-equilibrium geometry (ωB97M-V with the def2-TZVPD basis set, the Open Molecules 2025 dataset).

Results
Energy relative to the best compared isomer or geometry (same formula, charge and spin) in kJ/mol: 182.2
Net charge: +2
2S+1: 1
F_max in hartree/bohr: 0.11153
Highest occupied orbital energy in eV: -17.639
Molar mass in u: 105.1
LUMO energy in eV: -8.807
HOMO-LUMO gap in eV: 8.83

```
18
C3H11N3O ωB97M-V with the def2-TZVPD basis set
C -0.72037 0.32718 -0.72810
C -0.47425 -0.49577 -1.96166
C -0.46696 -0.45965 1.65751
N -0.60372 -0.17075 0.44792
N -1.46287 -0.13258 -3.08601
N 1.86654 0.56031 2.91539
O -1.33708 -1.12280 2.40176
H -1.00037 1.38907 -0.62570
H 0.49905 -0.18315 -2.48232
H -0.49391 -1.47017 -1.65818
H 0.49490 0.12969 2.24217
H -2.33844 -0.59677 -2.69946
H -1.03205 -0.33409 -3.92042
H -1.58614 0.86389 -3.12631
H 2.17845 -0.10070 3.58668
H 1.89450 1.50588 3.34275
H 2.70657 0.71578 2.39430
H -1.11684 -1.64708 3.17517
```

Record 2
# C23H45ClF2N4O8PS

A gas-phase ion, C23H45ClF2N4O8PS (charge +1) in a non-equilibrium geometry (ωB97M-V with the def2-TZVPD basis set, the Open Molecules 2025 dataset).

Results
Net charge: +1
2S+1: 1
F_max in hartree/bohr: 0.20035
Structure (SMILES): CCOC[C@]1(C(=O)NC(=O)F)N[C@@H](CCCF)[C@H](CCCCS(=O)(=O)Cl)[N@@H+](CCCP(=O)(OCC)OCC)[C@@H]1N
Highest occupied orbital energy in eV: -12.727
Molar mass in u: 642.1
LUMO energy in eV: -3.507
HOMO-LUMO gap in eV: 9.22

```
85
C23H45ClF2N4O8PS ωB97M-V with the def2-TZVPD basis set
C -1.91678 -5.30139 0.16009
C -2.54141 -4.63978 -1.22611
O -1.40749 -4.12570 -2.00965
C -1.71331 -2.84697 -2.66926
C -1.55321 -1.52408 -1.67190
C -0.47963 -1.98272 -0.50085
O -0.98532 -2.26833 0.70841
N 1.02236 -2.06059 -0.65930
C 1.52498 -3.47427 -0.85093
O 1.84400 -4.29815 0.16499
F 1.65544 -4.07096 -2.22962
N -2.92839 -1.26075 -1.09827
C -3.21211 0.22603 -0.97535
C -4.45445 0.39195 0.08085
C -4.11781 -0.03765 1.62665
C -4.17804 -1.67833 1.89460
F -5.06441 -1.90379 3.06251
C -1.87947 1.11567 -0.63117
C -2.17147 2.65778 -0.15945
C -1.36054 3.14187 1.18143
C -2.10423 2.80636 2.60342
C -1.15202 1.77074 3.46900
S -1.34243 1.96037 5.34299
O -0.24258 3.00950 5.76589
O -2.76967 2.35093 5.79565
Cl -0.67974 0.11483 6.15844
N -0.86573 1.04457 -1.79269
C 0.54429 1.41531 -1.37288
C 1.56261 1.71874 -2.64959
C 2.85293 2.62083 -2.17769
P 3.80578 1.85553 -0.66235
O 3.26101 2.63979 0.60992
O 3.50607 0.14035 -0.63520
C 4.35126 -0.56351 0.34172
C 3.94394 -0.28600 1.90614
O 5.49686 2.10077 -0.99701
C 6.29103 2.29371 0.22606
C 7.67721 1.35893 0.26686
C -0.96428 -0.25189 -2.58445
N -1.78994 -0.09603 -3.87894
H -0.72919 -5.26843 0.04318
H -2.22443 -6.42037 0.31201
H -2.18284 -4.60834 1.07948
H -3.39838 -3.86251 -1.03608
H -3.02513 -5.53699 -1.82042
H -2.75010 -2.90342 -3.20879
H -0.90154 -2.70924 -3.53329
H 1.39309 -1.41475 -1.38995
H -3.69314 -1.72133 -1.63864
H -3.59716 0.57238 -2.04816
H -5.31226 -0.35017 -0.29072
H -4.92196 1.47556 -0.03379
H -3.01283 0.28049 1.84367
H -4.91946 0.49119 2.31378
H -3.09342 -2.02663 2.22956
H -4.45816 -2.28755 0.93555
H -1.33295 0.55925 0.27232
H -1.78900 3.35856 -1.04704
H -3.29847 2.92957 -0.00304
H -1.28302 4.33113 1.11395
H -0.25859 2.75632 1.26445
H -2.12634 3.81858 3.23538
H -3.21963 2.45527 2.51064
H -1.37745 0.62687 3.24345
H 0.00864 1.90836 3.25613
H -1.18105 1.81279 -2.45878
H 0.93370 0.58228 -0.64702
H 0.54740 2.42450 -0.73522
H 1.98831 0.65601 -2.96808
H 0.99503 2.20902 -3.55017
H 2.45032 3.69101 -1.90159
H 3.62107 2.75536 -3.05020
H 5.49226 -0.37981 0.13650
H 4.17665 -1.72921 0.15378
H 4.28304 -1.19437 2.59625
H 2.77300 -0.12831 2.02605
H 4.46911 0.66462 2.34953
H 5.73029 2.06236 1.22668
H 6.67614 3.41340 0.20458
H 8.65857 1.99634 0.25624
H 7.67042 0.76487 1.30138
H 7.69798 0.54055 -0.56981
H 0.10092 -0.63605 -2.96314
H -1.48887 -0.83251 -4.58630
H -1.55594 0.80966 -4.35726
```

Record 3
# CH4N4O

2 unconnected molecules or ions with the total composition CH4N4O in a non-equilibrium geometry (ωB97M-V with the def2-TZVPD basis set, the Open Molecules 2025 dataset).

Results
Energy relative to the best compared isomer or geometry (same formula, charge and spin) in kJ/mol: 0.0
Net charge: 0
2S+1: 1
F_max in hartree/bohr: 0.05272
Structure (SMILES): [H]/N=N\CO.N#N
Highest occupied orbital energy in eV: -9.586
Molar mass in u: 88.1
LUMO energy in eV: 0.359
HOMO-LUMO gap in eV: 9.94

```
10
CH4N4O ωB97M-V with the def2-TZVPD basis set
H -0.14117 1.12589 1.02146
N 0.65922 0.38215 0.97080
N 0.22584 -0.51631 0.26084
C -1.17815 -0.54859 -0.07281
O -1.79331 0.65960 -0.37241
H -1.25038 -1.20125 -0.90712
H -1.78295 -1.11705 0.74004
H -1.21701 0.98902 -1.03298
N 3.42329 -0.32420 -0.58200
N 3.05461 0.55074 -0.02583
```

Record 4
# C38H67F2N3O16S5

10 unconnected molecules or ions with the total composition C38H67F2N3O16S5 in a non-equilibrium geometry (ωB97M-V with the def2-TZVPD basis set, the Open Molecules 2025 dataset).

Results
Net charge: 0
2S+1: 1
F_max in hartree/bohr: 0.09520
Structure (SMILES): O=C1OC[C@@H](F)O1.O=C1OC[C@@H](F)O1.O=S1(=O)CCCC1.O=S1(=O)CCCC1.O=S1(=O)CCCC1.O=S1(=O)CCCC1.O=S1(=O)CCCC1.CCCC#N.CCCC#N.CCCC#N
Highest occupied orbital energy in eV: -10.227
Molar mass in u: 1020.3
LUMO energy in eV: -0.131
HOMO-LUMO gap in eV: 10.10

```
131
C38H67F2N3O16S5 ωB97M-V with the def2-TZVPD basis set
O 3.20658 -2.51871 0.85256
C 2.87711 -3.53080 0.41554
O 3.67482 -4.52738 -0.01598
C 2.87170 -5.43702 -0.81902
C 1.42923 -5.20765 -0.29487
F 1.12750 -6.10520 0.72256
O 1.55421 -3.93261 0.22066
H 2.90349 -5.17567 -1.84601
H 3.21103 -6.46407 -0.59208
H 0.65493 -5.26555 -1.02243
O -1.40420 2.12232 0.64147
C -0.64651 1.13991 0.69544
O 0.51976 1.15368 1.25514
C 1.18416 -0.03786 1.00196
C 0.06092 -1.02231 0.64261
F -0.30952 -1.76422 1.79607
O -0.96478 -0.08405 0.24011
H 1.86054 0.07673 0.14169
H 1.82577 -0.28817 1.85301
H 0.27868 -1.80655 -0.11906
O -1.82982 -2.82541 -1.76259
S -2.95390 -2.38890 -2.59612
O -2.65470 -1.84609 -3.89933
C -4.13392 -3.68254 -2.85551
C -5.18223 -3.51935 -1.68494
C -4.63753 -2.56588 -0.65059
C -4.00922 -1.44534 -1.45438
H -3.59149 -4.59847 -2.79995
H -4.57413 -3.56350 -3.84351
H -6.13950 -3.08848 -2.06135
H -5.48511 -4.45422 -1.29193
H -3.90094 -2.96384 0.00258
H -5.46480 -2.07497 -0.08054
H -3.37633 -0.68350 -0.95851
H -4.74975 -0.81251 -1.94193
O -5.11676 -1.60593 5.90406
S -3.76432 -1.23728 5.52825
O -2.80939 -1.14863 6.60747
C -3.17259 -2.37298 4.30080
C -3.23523 -1.64282 3.00559
C -2.89515 -0.14438 3.32081
C -3.75155 0.15524 4.51915
H -3.84544 -3.24020 4.34251
H -2.13446 -2.64659 4.57311
H -2.52456 -2.10193 2.31702
H -4.20725 -1.59666 2.48982
H -3.13352 0.59249 2.54610
H -1.82870 -0.12478 3.58035
H -4.80789 0.25140 4.25501
H -3.41119 1.00488 5.09014
O -4.64527 1.48144 -2.07039
S -4.00438 2.39019 -2.99505
O -4.77760 3.54954 -3.33917
C -2.31834 2.76893 -2.28283
C -1.35886 1.98556 -3.18608
C -1.97234 2.10755 -4.61215
C -3.40543 1.62434 -4.47801
H -2.31968 2.54904 -1.24461
H -2.20634 3.82776 -2.40405
H -0.34876 2.40384 -3.11992
H -1.34495 0.94683 -2.91195
H -1.39006 1.53928 -5.34137
H -2.03521 3.13745 -4.94457
H -3.53902 0.52346 -4.40490
H -4.03514 1.93782 -5.28041
O 7.92582 -0.85818 3.60468
S 6.93958 -0.27891 2.72116
O 7.08928 -0.51387 1.29956
C 5.24013 -0.68899 3.05872
C 4.38885 0.57515 2.61739
C 5.24249 1.84520 2.94940
C 6.76358 1.48910 2.85784
H 5.12725 -1.02905 4.11883
H 4.99928 -1.58278 2.42639
H 4.16843 0.57090 1.50469
H 3.43545 0.55838 3.11407
H 5.00924 2.08762 3.98186
H 4.96501 2.73153 2.36727
H 7.22938 1.76936 3.80800
H 7.33898 1.90361 2.04068
O 2.13687 -3.15095 -2.42593
S 1.71120 -2.00581 -3.15850
O 1.39397 -0.78534 -2.47208
C 2.90403 -1.73410 -4.46951
C 2.28006 -2.33827 -5.68042
C 0.75549 -2.20797 -5.53423
C 0.36210 -2.53055 -4.12233
H 3.79376 -2.21096 -4.12788
H 2.91860 -0.62489 -4.52977
H 2.66415 -1.95894 -6.60796
H 2.60541 -3.42042 -5.69565
H 0.27175 -2.93318 -6.20369
H 0.42715 -1.17204 -5.79621
H 0.15432 -3.59960 -3.89580
H -0.60186 -2.05119 -3.88377
C 5.39310 -0.40157 -1.50023
C 4.80371 0.95187 -1.82737
C 5.25546 2.03444 -0.87737
C 6.71289 2.25385 -0.81175
N 7.84655 2.36580 -0.89429
H 6.46268 -0.50466 -1.41696
H 5.04738 -1.11707 -2.21416
H 5.00382 -0.81526 -0.58246
H 3.71693 0.94916 -1.72187
H 4.95893 1.27540 -2.82491
H 4.89711 1.72137 0.08919
H 4.80232 3.03206 -0.98546
C -6.02140 4.79060 2.11040
C -5.34030 4.00839 0.94535
C -4.69641 2.64752 1.43081
C -5.68098 1.60186 1.84470
N -6.37828 0.72131 2.11253
H -6.61802 5.61220 1.67766
H -5.24210 5.17048 2.71805
H -6.68632 4.07484 2.55194
H -4.56806 4.59771 0.45017
H -6.05467 3.78815 0.15710
H -3.99291 2.67080 2.27672
H -4.02687 2.19228 0.70364
C 1.37275 2.52834 3.91684
C 0.86248 3.83931 3.37801
C 1.84253 4.51521 2.40875
C 2.11556 3.75494 1.19869
N 2.34363 3.26242 0.17968
H 1.61459 1.90774 3.03735
H 0.67458 2.00460 4.53021
H 2.36688 2.57662 4.40481
H 0.67468 4.57864 4.12451
H -0.11037 3.69229 2.81657
H 2.78003 4.70587 2.97543
H 1.33563 5.43097 2.09539
```